(1)
{
  "formula": "C34H44Cl2F24O16",
  "method": "the ωB97M-V functional and the def2-TZVPD basis",
  "symbols": ["C", "C", "O", "C", "O", "C", "F", "F", "F", "H", "H", "H", "H", "H", "C", "C", "O", "C", "O", "C", "F", "F", "F", "H", "H", "H", "H", "H", "C", "C", "O", "C", "O", "C", "F", "F", "F", "H", "H", "H", "H", "H", "C", "C", "O", "C", "O", "C", "F", "F", "F", "H", "H", "H", "H", "H", "C", "C", "O", "C", "O", "C", "F", "F", "F", "H", "H", "H", "H", "H", "C", "C", "O", "C", "O", "C", "F", "F", "F", "H", "H", "H", "H", "H", "C", "C", "O", "C", "O", "C", "F", "F", "F", "H", "H", "H", "H", "H", "C", "C", "O", "C", "O", "C", "F", "F", "F", "H", "H", "H", "H", "H", "Cl", "C", "C", "Cl", "H", "H", "H", "H"],
  "xyz": [[-7.09643, 2.98174, -4.04624], [-5.91624, 2.56771, -3.19457], [-6.12782, 3.15726, -1.88302], [-5.11915, 3.07156, -1.04115], [-4.11591, 2.42363, -1.16319], [-5.25493, 3.90510, 0.25137], [-4.15540, 4.61955, 0.44260], [-6.33064, 4.69820, 0.13458], [-5.45756, 3.13860, 1.33024], [-8.04628, 2.98022, -3.50920], [-7.21762, 2.36109, -4.93206], [-7.03289, 4.02653, -4.35732], [-4.93917, 2.93111, -3.50977], [-5.87158, 1.48063, -3.12484], [3.54475, -1.64730, 4.60977], [2.79118, -2.65245, 5.48453], [1.53381, -2.91397, 4.86612], [0.46960, -2.11760, 4.98119], [0.49361, -1.09106, 5.59126], [-0.70825, -2.60449, 4.11543], [-1.44309, -3.46622, 4.84092], [-1.48095, -1.57138, 3.78365], [-0.27235, -3.21766, 3.01731], [3.49245, -2.13020, 3.62931], [4.61012, -1.58296, 4.83098], [3.12957, -0.65171, 4.46970], [2.71774, -2.29484, 6.51220], [3.26559, -3.63038, 5.48381], [-6.08206, -6.81994, 1.51982], [-4.88448, -5.87432, 1.47950], [-5.31795, -4.70770, 0.73108], [-4.36666, -3.82095, 0.43992], [-3.21065, -3.87927, 0.74095], [-4.86615, -2.50253, -0.26876], [-6.03200, -2.69861, -0.86394], [-4.98229, -1.59941, 0.72179], [-3.91295, -2.09577, -1.09876], [-6.21055, -7.03040, 2.58485], [-5.82674, -7.77213, 1.05518], [-7.05907, -6.51902, 1.15289], [-4.03689, -6.39655, 1.04251], [-4.66269, -5.49452, 2.47494], [1.93121, 2.81757, -1.86738], [0.76782, 3.09465, -0.92318], [0.21734, 4.38756, -1.07254], [-0.77614, 4.63771, -1.88555], [-1.20113, 3.94850, -2.77414], [-1.43370, 6.01891, -1.67592], [-1.00366, 6.54267, -0.52984], [-1.06571, 6.81968, -2.68410], [-2.76977, 5.95931, -1.73892], [2.23652, 1.77036, -1.81768], [2.79322, 3.43110, -1.60072], [1.74531, 2.90418, -2.93956], [1.14551, 3.03301, 0.09471], [0.07997, 2.26902, -1.09473], [-1.53726, 3.47281, 4.69611], [-1.59438, 4.22521, 3.37436], [-0.28645, 4.56609, 2.89240], [0.08510, 5.83735, 2.86538], [-0.61106, 6.77155, 3.13681], [1.54476, 6.13803, 2.52233], [2.25711, 5.02800, 2.34323], [1.50449, 6.82916, 1.38731], [2.14526, 6.82748, 3.47481], [-1.36151, 4.14192, 5.53827], [-0.84389, 2.63677, 4.62969], [-2.54859, 3.10999, 4.89393], [-2.25758, 5.07037, 3.55666], [-2.04101, 3.59905, 2.60477], [3.14903, 1.32565, 1.61237], [4.42377, 0.54588, 1.88870], [5.44050, 0.77517, 0.92554], [5.58714, 0.01840, -0.16709], [4.97359, -0.97791, -0.39420], [6.66670, 0.52515, -1.14047], [6.50184, 1.84189, -1.28399], [7.85194, 0.20106, -0.63861], [6.59629, -0.00159, -2.34693], [2.32373, 1.03630, 2.27001], [2.78477, 1.22074, 0.59275], [3.21743, 2.38361, 1.87790], [4.12548, -0.49888, 2.01606], [4.80475, 0.73860, 2.89159], [1.09316, -0.09352, -5.00090], [1.44995, -1.39569, -4.31213], [2.60590, -1.94667, -4.94028], [3.79309, -1.48897, -4.57957], [3.98213, -0.58711, -3.81868], [4.92941, -2.35055, -5.15811], [4.59929, -3.60407, -5.42876], [5.30885, -1.76079, -6.32830], [5.96603, -2.33299, -4.33396], [0.19522, 0.35616, -4.56614], [0.84285, -0.16992, -6.06135], [1.84708, 0.69413, -4.97641], [0.67185, -2.13680, -4.48972], [1.51172, -1.26730, -3.23086], [3.33422, -3.92530, 1.05771], [2.60088, -3.33159, -0.09841], [2.11747, -4.36176, -0.97557], [2.59136, -4.46798, -2.21758], [3.60669, -3.94734, -2.57767], [1.79620, -5.32915, -3.22625], [1.44707, -4.57540, -4.26994], [2.54230, -6.32838, -3.65470], [0.68589, -5.80824, -2.65450], [3.78745, -3.15586, 1.68596], [4.16369, -4.55875, 0.73302], [2.77670, -4.55115, 1.75679], [3.13841, -2.62162, -0.72600], [1.75099, -2.75455, 0.27061], [0.84405, -0.37133, -0.81169], [-0.66673, -1.00402, -0.23372], [-1.67666, 0.10669, 0.02331], [-1.05176, 1.31415, 1.21988], [-0.50072, -1.67460, 0.60560], [-1.06102, -1.58295, -1.07026], [-2.62987, -0.26043, 0.39917], [-1.97288, 0.69192, -0.84631]],
  "multiplicity": 1,
  "smiles": "CCOC(=O)C(F)(F)F.CCOC(=O)C(F)(F)F.CCOC(=O)C(F)(F)F.CCOC(=O)C(F)(F)F.CCOC(=O)C(F)(F)F.CCOC(=O)C(F)(F)F.CCOC(=O)C(F)(F)F.CCOC(=O)C(F)(F)F.ClCCCl",
  "total_charge": 0,
  "homo_lumo_gap_ev": 11.17,
  "e_above_lowest_ev": 0.278,
  "total_energy_ev": -158997.921,
  "lumo_energy_ev": 0.3
}

(2)
{
  "formula": "C4H9NO",
  "method": "the ωB97M-V functional and the def2-TZVPD basis",
  "symbols": ["N", "C", "C", "C", "C", "O", "H", "H", "H", "H", "H", "H", "H", "H", "H"],
  "xyz": [[2.23362, -0.26803, -0.30854], [0.90969, -0.86702, 0.18289], [0.08205, 0.38063, 0.55221], [-0.64337, 1.15362, -0.49333], [-1.38261, 0.07446, 0.33527], [-1.46835, -1.21913, -0.22610], [2.38610, 0.51863, 0.50898], [1.62597, 0.37695, -1.04821], [1.21148, -1.35387, 1.13115], [0.56634, -1.49561, -0.54472], [0.40535, 0.79016, 1.49005], [-0.46486, 0.82759, -1.54466], [-0.87948, 2.04620, -0.16167], [-2.26189, 0.39744, 0.96447], [-2.32007, -1.36202, -0.83778]],
  "multiplicity": 1,
  "smiles": "NC[C@H]1C[C@H]1O",
  "total_charge": 0,
  "homo_lumo_gap_ev": 9.91,
  "e_above_lowest_ev": 4.233,
  "total_energy_ev": -7828.087,
  "lumo_energy_ev": 0.8
}